Record 1
Here is a cluster of 2 separate species, C4H11NO2 in total at a distorted geometry from the OMol25 dataset. Energies are from ωB97M-V/def2-TZVPD.

As for the total energy: -9909.671 eV. The HOMO energy is -9.931 eV. Its SMILES is CCCNC=O.O. The energy above the lowest of the compared OMol25 structures with the same formula, charge and spin comes out at 248.1 kJ/mol.

Structure (XYZ):
```
18
Properties=species:S:1:pos:R:3:forces:R:3:nbo_charge:R:1
C 1.775626 -1.695433 -1.414976 0.449 1.242 -1.082 0.53
N 1.235014 -0.515613 -1.134552 -2.527 5.422 0.053 -0.61
C 0.715629 0.032301 0.160453 2.245 -2.759 2.294 -0.26
C -0.386933 1.035120 0.155325 -2.998 3.057 -1.652 -0.41
C -0.447226 2.272126 1.203882 1.651 -2.025 -0.506 -0.60
O 1.973801 -2.568285 -0.616315 0.103 -0.972 -0.046 -0.60
H 2.032859 -1.562609 -2.505037 0.303 -1.439 0.418 0.10
H 1.176698 0.308051 -1.847532 0.424 -2.727 1.223 0.40
H 0.464196 -0.912509 0.867258 0.317 2.078 -1.756 0.23
H 1.560203 0.481251 0.713089 0.066 -0.164 -0.348 0.20
H -0.532421 1.767041 -0.917468 0.339 -3.068 2.623 0.20
H -1.287554 0.435122 0.422799 0.058 0.830 -1.075 0.21
H 0.148946 2.044631 2.095453 0.448 0.305 -0.320 0.21
H -1.408933 2.410601 1.634655 -1.137 0.036 -0.259 0.22
H -0.135714 3.160976 0.668734 0.232 0.213 0.454 0.21
H -2.385631 -2.856150 -0.246851 -0.575 0.031 0.706 0.47
H -1.916480 -1.606924 0.280416 1.170 1.567 0.073 0.45
O -2.582079 -2.229698 0.480666 -0.569 -1.627 -0.799 -0.92
```
Forces are in eV/Å.



Record 2
Here is a structure of composition C15H30BeFNO18 at a distorted geometry from the OMol25 dataset. Energies are from ωB97M-V/def2-TZVPD.

As for the total energy: -57490.243 eV. The HOMO energy is -9.083 eV. The energy above the lowest of the compared OMol25 structures with the same formula, charge and spin comes out at 111.0 kJ/mol.

Structure (XYZ):
```
66
Properties=species:S:1:pos:R:3:forces:R:3:nbo_charge:R:1
Be 1.877054 1.469552 -14.310942 -0.261 0.707 0.274 1.14
N 4.097187 -2.014885 -15.459034 -0.418 -1.659 -0.384 0.70
O 3.757157 -1.142860 -16.223529 -0.148 1.062 -1.496 -0.43
O 4.385307 -3.164758 -15.820628 0.088 0.832 0.378 -0.41
O 4.058671 -1.736168 -14.251860 0.065 0.313 1.526 -0.40
F 0.323586 4.488253 -13.648571 0.595 -1.194 -0.255 -0.60
C 4.834347 5.749995 -11.424254 -0.329 1.052 -0.196 -0.27
O 5.652065 4.785839 -10.754024 -0.463 -0.113 0.099 -0.49
C 5.517005 3.494732 -11.057953 -0.245 -0.142 -1.594 0.99
O 4.867961 3.026463 -11.974968 0.066 0.529 0.934 -0.66
O 6.316285 2.792293 -10.262585 -0.451 0.747 0.707 -0.49
C 6.103947 1.411234 -10.220282 1.150 -2.019 -0.594 -0.27
H 3.753132 5.612019 -11.418773 0.087 -0.943 0.198 0.20
H 5.111286 5.941261 -12.460993 0.330 -0.408 0.043 0.19
H 4.960110 6.683765 -10.876205 0.401 -0.140 0.052 0.20
H 6.965583 0.989780 -9.702546 -0.144 0.238 0.409 0.20
H 6.191769 0.938706 -11.198595 -0.317 0.354 -0.318 0.20
H 5.195442 1.018692 -9.763541 -0.217 0.759 0.157 0.19
C -3.842165 -0.722468 -13.785831 0.491 -0.349 0.802 -0.25
O -3.232962 -2.016576 -14.008284 1.176 -0.975 -1.456 -0.53
C -1.884658 -2.195924 -14.382323 -0.509 3.190 1.549 1.00
O -1.041346 -1.309759 -14.236409 -1.153 -1.628 -0.504 -0.67
O -1.710773 -3.414273 -14.813885 -1.090 -0.383 0.008 -0.49
C -0.422789 -4.019392 -14.963936 0.291 0.653 0.012 -0.25
H -4.896518 -0.879244 -13.558096 0.110 -0.593 -0.103 0.20
H -3.843997 -0.026420 -14.624647 0.699 -0.190 -0.062 0.19
H -3.405255 -0.334805 -12.865548 0.154 0.546 -0.329 0.19
H 0.250455 -3.374400 -15.528594 -0.117 -0.024 -0.131 0.20
H -0.626023 -4.947209 -15.498680 0.208 0.120 0.238 0.21
H 0.024975 -4.167156 -13.981201 -0.106 -0.253 -0.042 0.19
C 1.404464 -1.976722 -9.502560 0.462 -1.243 -1.900 -0.26
O 1.413760 -0.861815 -8.667484 -0.383 0.742 1.290 -0.48
C 1.324675 0.312797 -9.252338 -0.223 3.445 -1.683 1.00
O 1.319454 0.568253 -10.461253 0.072 -1.089 2.075 -0.67
O 1.228304 1.322235 -8.304702 0.055 -0.980 -0.524 -0.52
C 1.141954 2.731781 -8.704819 -0.450 -0.448 0.180 -0.25
H 2.379773 -2.083384 -9.977427 0.064 0.111 -0.128 0.19
H 0.668439 -1.889289 -10.301761 -0.046 0.219 0.064 0.20
H 1.225162 -2.933924 -9.012954 -0.153 0.579 0.801 0.20
H 0.467837 2.912942 -9.541986 0.513 -0.455 -0.412 0.21
H 2.131371 3.175615 -8.815223 -0.024 -0.328 -0.392 0.19
H 0.651553 3.280048 -7.900447 0.161 -0.518 0.440 0.20
C 6.751951 2.450595 -17.242413 0.130 -0.282 1.136 -0.26
O 6.026712 3.005212 -18.322230 -0.393 0.439 -1.299 -0.50
C 4.782371 3.474391 -18.134459 0.025 -0.400 1.494 0.99
O 4.175486 3.325970 -17.089138 0.121 0.218 -0.761 -0.67
O 4.349807 4.136960 -19.209522 0.579 -1.435 -0.383 -0.49
C 3.124193 4.848653 -19.073224 0.331 1.302 1.418 -0.27
H 6.403540 1.481750 -16.884568 -0.525 -0.042 -0.390 0.19
H 6.723853 3.102441 -16.369253 0.029 0.206 -0.122 0.19
H 7.785950 2.289412 -17.547318 -0.193 0.362 -0.338 0.20
H 2.678508 5.108674 -20.033356 0.352 -0.463 0.043 0.20
H 3.484870 5.743773 -18.566496 -0.608 0.610 -0.241 0.19
H 2.420883 4.433430 -18.351396 0.041 -0.623 -0.437 0.22
C -2.665837 3.311879 -17.575900 1.990 0.477 0.788 -0.26
O -2.397865 2.267460 -18.519657 -0.770 -0.446 -1.733 -0.50
C -1.258319 1.593245 -18.575625 2.215 -0.494 1.792 1.00
O -0.346316 1.693697 -17.733485 -2.008 -0.232 -2.057 -0.67
O -1.219089 0.709654 -19.652676 -1.765 1.706 1.721 -0.50
C -0.168441 -0.212383 -19.641147 1.991 -0.589 0.269 -0.26
H -2.556035 2.897333 -16.573805 -0.590 0.095 0.025 0.20
H -3.555283 3.912413 -17.766549 -0.457 -1.177 -0.302 0.21
H -1.899687 4.085650 -17.624754 0.482 -0.207 -0.171 0.20
H 0.700224 0.260269 -20.099558 0.124 -0.123 -0.038 0.18
H -0.355667 -1.152876 -20.159324 -0.832 0.484 -0.450 0.20
H 0.147594 -0.553103 -18.655181 -0.261 0.492 0.298 0.20
```
Forces are in eV/Å.



Record 3
Here is a cluster of 2 separate species, H5NO in total at a distorted geometry from the OMol25 dataset. Energies are from ωB97M-V/def2-TZVPD.

As for the total energy: -3618.612 eV. The HOMO energy is -10.397 eV. Its SMILES is N.O. The energy above the lowest of the compared OMol25 structures with the same formula, charge and spin comes out at 29.8 kJ/mol.

Structure (XYZ):
```
7
Properties=species:S:1:pos:R:3:forces:R:3:nbo_charge:R:1
H -0.009915 -1.095197 -1.766374 1.251 0.070 -2.231 0.36
H 0.022721 -1.671822 -0.380159 0.861 -1.422 1.465 0.36
H -1.225519 -1.007171 -0.944547 -1.131 0.341 0.445 0.36
H 0.343209 1.827353 0.635661 0.115 -0.053 0.378 0.45
H -0.018207 0.421445 0.271828 0.219 -0.370 -0.139 0.48
N -0.239443 -0.856006 -0.850455 -1.292 0.503 -0.124 -1.04
O 0.320477 0.939679 1.017097 -0.023 0.930 0.206 -0.98
```
Forces are in eV/Å.